(1)
Below is a structure of composition C42H46BHgN5O5PS2Se, with properties calculated with ωB97M-V/def2-TZVPD.

Structure (XYZ):
```
104
Properties=species:S:1:pos:R:3:mulliken_spin:R:1
Hg -0.4825 -0.2967 0.0418 -0.04
C -5.7210 0.3687 6.2575 0.00
C -4.5797 -0.1480 5.4284 0.00
C -4.1699 0.5168 4.2752 0.00
C -3.1026 0.0495 3.5319 0.00
C -2.4333 -1.0939 3.9332 0.00
C -2.8164 -1.7535 5.0884 0.00
C -3.8839 -1.2878 5.8295 0.00
S -1.0061 -1.6825 2.9989 0.02
O -1.5184 -2.4461 1.8834 0.00
O -0.2122 -2.4656 3.9366 0.00
N -0.2934 -0.3951 2.4109 0.00
C 0.4765 0.4465 3.1441 0.04
C 0.6560 0.3662 4.5264 0.01
C 1.4485 1.2870 5.1975 0.02
C 2.0867 2.3071 4.5222 0.02
C 1.9534 2.4202 3.1271 -0.08
C 2.6194 3.4048 2.3641 0.49
C 2.4853 3.3990 0.9842 -0.03
C 1.6774 2.4409 0.3880 0.12
N 1.0169 1.5170 1.0749 0.24
C 1.1524 1.4806 2.4230 0.02
H -6.2402 1.1686 5.7344 0.00
H -5.3563 0.7548 7.2121 0.00
H -6.4345 -0.4268 6.4727 0.00
H -4.6965 1.4075 3.9576 0.00
H -2.7698 0.5596 2.6415 0.00
H -2.2534 -2.6238 5.3892 0.00
H -4.1944 -1.8068 6.7283 0.00
H 0.1652 -0.4302 5.0656 0.03
H 1.5638 1.1975 6.2741 0.01
H 2.6965 3.0270 5.0520 -0.01
H 3.2399 4.1377 2.8674 0.05
H 3.0097 4.1208 0.3680 0.01
H 1.5595 2.3980 -0.6862 0.05
O -1.7717 2.1327 -0.6617 0.03
N -3.0266 2.2918 -0.4090 -0.01
C -3.4972 3.5351 -0.2062 0.00
C -4.8305 3.8061 0.0010 0.00
C -5.7358 2.7474 0.0140 0.00
C -5.2499 1.4744 -0.1594 0.00
C -3.8883 1.2167 -0.3646 0.00
S -3.3213 -0.3601 -0.5757 0.00
H -2.7434 4.3109 -0.2394 0.00
H -5.1639 4.8271 0.1260 0.00
H -6.7946 2.9200 0.1528 0.00
H -5.8991 0.6153 -0.1446 0.00
C 4.6315 -2.7239 0.2646 0.00
P 3.1219 -1.6308 0.4326 0.00
C 4.0339 -0.1722 1.1360 0.01
C 2.4366 -2.3559 1.9940 0.00
H 5.2299 -2.7563 1.1781 0.00
H 5.2441 -2.3350 -0.5476 0.00
H 4.3187 -3.7313 0.0055 0.00
H 4.9136 -0.4698 1.7061 0.00
H 3.3618 0.3938 1.7770 0.00
H 4.3279 0.4676 0.3050 -0.02
H 3.0727 -3.1293 2.4240 0.00
H 1.4593 -2.7836 1.7804 0.00
H 2.2806 -1.5659 2.7239 0.00
C 0.8451 -9.0258 -1.0043 0.00
C 1.1592 -7.9937 -2.0939 0.00
C 0.6574 -8.4966 -3.4560 0.00
C 2.6808 -7.8624 -2.1965 0.00
C 0.4675 -6.6803 -1.7429 0.00
C -0.9276 -6.6377 -1.7400 0.00
C -1.6431 -5.4691 -1.5277 0.00
C -0.9182 -4.3208 -1.2725 0.00
O -1.3244 -3.0547 -1.1022 0.00
B -0.1950 -2.2837 -0.8257 0.00
O 0.9257 -3.1297 -0.8733 0.00
C 0.4795 -4.3668 -1.1718 0.00
C 1.1868 -5.5268 -1.4302 0.00
H 1.3063 -9.9854 -1.2358 0.00
H -0.2261 -9.1715 -0.9010 0.00
H 1.2298 -8.6762 -0.0494 0.00
H 1.1429 -9.4366 -3.7179 0.00
H 0.8848 -7.7661 -4.2287 0.00
H -0.4156 -8.6594 -3.4555 0.00
H 3.1108 -8.8227 -2.4815 0.00
H 3.1139 -7.5699 -1.2443 0.00
H 2.9567 -7.1288 -2.9494 0.00
H -1.4877 -7.5437 -1.9287 0.00
H -2.7211 -5.4567 -1.5608 0.00
H 2.2624 -5.5020 -1.3949 0.00
C -1.5828 -1.6091 -4.1497 0.00
N -1.9000 -0.2253 -3.9667 0.00
C -1.0103 0.7511 -3.6488 0.00
Se 0.8041 0.6341 -3.7268 0.00
N -1.6976 1.9167 -3.4958 0.00
C -3.0406 1.6655 -3.6242 0.00
C -4.1572 2.4845 -3.5351 0.00
C -5.4028 1.8803 -3.7269 0.00
C -5.5236 0.5356 -4.0202 0.00
C -4.4063 -0.2893 -4.1444 0.00
C -3.1654 0.3002 -3.9337 0.00
H -0.4982 -1.7152 -4.1403 0.00
H -1.9749 -1.9623 -5.1085 0.00
H -2.0097 -2.2034 -3.3396 0.00
H -1.2836 2.6861 -2.9905 0.00
H -4.0723 3.5332 -3.2926 0.00
H -6.2939 2.4870 -3.6331 0.00
H -6.5099 0.1069 -4.1419 0.00
H -4.5004 -1.3425 -4.3525 0.00
```

Total charge: -2
HOMO-LUMO gap (spin up / spin down) in eV: 2.5 / 5.1
Spin multiplicity: 2
<S²>: 0.77


(2)
Below is a structure of composition C42H46Br2N9Ti, with properties calculated with ωB97M-V/def2-TZVPD.

Structure (XYZ):
```
100
Properties=species:S:1:pos:R:3:mulliken_spin:R:1
Ti 0.0799 -0.4490 0.1701 0.86
C 1.3865 3.0886 2.4473 0.00
C 0.0360 3.6506 2.9105 0.00
C -0.1588 3.4679 4.4237 0.00
C -1.1957 3.2916 2.0577 0.00
C -2.2016 4.2579 2.0094 0.00
C -3.2674 4.1715 1.1333 0.00
C -3.3033 3.1373 0.2107 0.00
C -2.3367 2.1430 0.2288 -0.01
C -2.3547 1.0954 -0.8798 -0.02
C -2.2884 1.7433 -2.2664 0.00
C -3.5545 0.1526 -0.8063 0.00
C -1.3534 2.1746 1.2276 0.01
N -0.5176 1.0136 1.3784 -0.02
C -0.1918 0.5848 2.5954 0.03
C 0.6146 -0.5372 2.7849 0.01
C 1.1135 -1.1155 3.9606 0.03
C 1.9018 -2.1773 3.5724 0.00
C 1.8671 -2.2517 2.1596 0.02
N 1.0999 -1.2645 1.6711 0.02
C 2.5827 -3.2914 1.3266 -0.01
C 2.4931 -2.9893 -0.1706 0.01
C 1.9448 -4.6664 1.6006 0.00
C 4.0641 -3.3229 1.7425 0.00
H 2.1882 3.7230 2.8323 0.00
H 1.4639 3.0824 1.3535 0.00
H 1.5863 2.0791 2.8152 0.00
H 0.1152 4.7271 2.7547 0.00
H 0.0232 2.4369 4.7444 0.00
H -1.1653 3.7500 4.7377 0.00
H 0.5497 4.0939 4.9711 0.00
H -2.1137 5.1260 2.6591 0.00
H -4.0342 4.9388 1.1256 0.00
H -4.0892 3.1158 -0.5408 0.00
H -1.4346 0.4884 -0.8119 0.03
H -3.2553 2.1831 -2.5092 0.00
H -2.0669 1.0013 -3.0394 0.00
H -1.5535 2.5463 -2.3132 0.00
H -4.4597 0.7138 -1.0461 0.00
H -3.6907 -0.2722 0.1858 0.00
H -3.4683 -0.6599 -1.5373 0.00
H -0.5933 1.0935 3.4634 0.00
H 0.9262 -0.7640 4.9697 0.00
H 2.4509 -2.8424 4.2260 0.00
H 1.5264 -3.2920 -0.5821 0.00
H 3.2574 -3.5556 -0.7060 0.00
H 2.6653 -1.9330 -0.3886 0.00
H 0.8796 -4.6633 1.3422 0.00
H 2.0352 -4.9430 2.6543 0.00
H 2.4425 -5.4375 1.0049 0.00
H 4.5844 -2.4115 1.4335 0.00
H 4.5570 -4.1720 1.2631 0.00
H 4.1860 -3.4312 2.8222 0.00
Br 0.0282 -4.7287 -4.9030 0.00
C -0.0278 -3.4170 -3.5957 0.00
C 0.6288 -2.2188 -3.7812 0.00
C 0.5817 -1.2969 -2.7617 0.00
N -0.0825 -1.4996 -1.6144 0.02
C -0.7548 -2.6577 -1.4604 0.01
C -0.7345 -3.6361 -2.4216 0.00
C -1.5549 -2.7860 -0.2039 0.01
C -2.4171 -3.8352 0.0102 0.00
C -3.2060 -3.8373 1.1493 0.01
Br -4.3795 -5.2390 1.4688 0.00
C -3.1195 -2.7813 2.0293 -0.01
C -2.2229 -1.7751 1.7424 0.02
N -1.4411 -1.7663 0.6578 -0.02
H 1.1765 -2.0098 -4.6908 0.00
H 1.1135 -0.3627 -2.8475 0.00
H -1.2541 -4.5731 -2.2732 0.00
H -2.4953 -4.6494 -0.6973 0.00
H -3.7352 -2.7346 2.9165 0.00
H -2.1301 -0.9347 2.4067 0.00
C 3.6898 0.6851 0.9178 0.00
C 2.8696 1.2327 -0.1952 0.03
N 1.6202 0.8931 -0.5256 -0.07
C 1.2501 1.7362 -1.5761 0.04
C 2.2659 2.5671 -1.8700 0.01
N 3.2799 2.2426 -0.9911 0.00
C 4.5987 2.9147 -1.0101 0.00
N 5.0472 3.2833 0.2832 0.00
N 5.9936 2.5176 0.9176 0.00
N 6.1772 2.9930 2.0878 0.00
C 5.3317 4.0902 2.2620 0.00
C 5.1712 4.9402 3.3587 0.00
C 4.2617 5.9667 3.2294 0.00
C 3.5289 6.1546 2.0367 0.00
C 3.6768 5.3186 0.9515 0.00
C 4.6009 4.2796 1.1042 0.00
H 3.2166 -0.1961 1.3229 0.00
H 3.7790 1.4248 1.7192 0.00
H 4.6991 0.4415 0.5906 0.00
H 0.2753 1.7001 -2.0307 0.00
H 2.3584 3.3532 -2.6039 0.00
H 4.4728 3.8004 -1.6234 0.00
H 5.3429 2.2683 -1.4567 0.00
H 5.7523 4.7956 4.2627 0.00
H 4.1123 6.6569 4.0508 0.00
H 2.8391 6.9885 1.9709 0.00
H 3.1161 5.4755 0.0358 0.00
```

Total charge: +2
HOMO-LUMO gap (spin up / spin down) in eV: 6.5 / 6.5
Spin multiplicity: 2
<S²>: 0.75


(3)
Below is a cluster of 13 separate species, C42H46ClF13N4O38PS in total, with properties calculated with ωB97M-V/def2-TZVPD.

Structure (XYZ):
```
146
Properties=species:S:1:pos:R:3:lowdin_charge:R:1
C -2.2250 -1.4420 -2.4922 0.00
N -1.0799 -1.1668 -3.3444 0.04
C 0.2064 -0.8690 -3.1548 -0.34
N 0.7931 -0.7074 -1.9398 -0.20
F 2.1282 -0.4256 -2.0027 0.01
P 0.1018 -0.7692 -0.3496 0.42
S -1.1261 0.6815 -0.0979 0.28
N 0.9016 -0.7363 -4.2648 0.18
C -0.0316 -0.9602 -5.2165 -0.70
Cl 0.3798 -0.8893 -6.8409 0.94
N -1.2091 -1.1934 -4.6944 -0.02
C -2.4355 -1.4385 -5.4478 -0.05
C -3.5560 -0.4069 -5.1925 -0.14
O -4.6868 -1.1021 -4.6761 -0.06
C -5.3549 -0.3506 -3.7090 -0.29
O -6.2690 0.3789 -3.9610 0.15
H -2.7158 -0.5266 -2.1939 0.05
H -2.9533 -2.0390 -3.0178 0.10
H -1.9620 -1.9726 -1.5958 0.06
H 1.1774 -0.7147 0.5525 -0.01
H -0.4834 -2.0350 -0.1692 -0.01
H -2.7936 -2.4382 -5.2479 0.14
H -2.2089 -1.4075 -6.4977 0.11
H -3.8114 0.1093 -6.1051 0.14
H -3.1857 0.3058 -4.4613 0.13
H -4.9969 -0.4951 -2.6840 0.10
C -6.7909 -2.2586 0.0256 -0.03
C -7.5243 -1.0010 0.4310 -0.30
O -6.4646 -0.0492 0.5124 0.16
C -5.5059 -0.4399 -0.3479 -0.56
O -4.6185 0.2513 -0.7372 0.12
O -5.6934 -1.7227 -0.7407 0.05
F -8.1012 -1.1404 1.6341 0.10
H -6.4037 -2.7904 0.8941 0.14
H -7.3938 -2.9338 -0.5750 0.14
H -8.2632 -0.6445 -0.2891 0.18
C 3.5275 3.2375 -1.5667 -0.05
C 2.7997 4.5507 -1.4248 -0.30
O 3.8481 5.4938 -1.6210 0.14
C 4.7711 4.9067 -2.4281 -0.55
O 5.6342 5.4823 -2.9998 0.17
O 4.5682 3.5678 -2.4949 0.06
F 2.2853 4.7028 -0.1786 0.08
H 3.9675 2.9156 -0.6248 0.14
H 2.8974 2.4426 -1.9573 0.13
H 2.0179 4.7192 -2.1645 0.14
C -6.0024 -0.1290 6.2554 -0.05
C -7.4409 -0.0748 5.8039 -0.30
O -7.3408 -0.4753 4.4398 0.13
C -6.2523 -1.2816 4.3414 -0.55
O -6.0137 -1.9885 3.4160 0.15
O -5.4736 -1.1792 5.4345 0.07
F -7.9417 1.1823 5.8612 0.08
H -5.4690 0.7985 6.0396 0.15
H -5.8942 -0.3639 7.3052 0.12
H -8.1105 -0.7520 6.3338 0.17
C 5.4045 -1.6206 1.5948 -0.04
C 5.5931 -0.4336 0.6815 -0.29
O 4.2718 0.1019 0.6032 0.11
C 3.6392 -0.2224 1.7677 -0.57
O 2.6192 0.2624 2.1387 0.15
O 4.3181 -1.1723 2.4301 0.08
F 5.9920 -0.7987 -0.5596 0.08
H 5.0957 -2.5089 1.0473 0.14
H 6.2810 -1.8550 2.1819 0.13
H 6.2696 0.3316 1.0640 0.18
C 4.2378 -6.1761 3.5092 -0.03
C 3.7178 -4.7783 3.7537 -0.31
O 4.8941 -3.9953 3.6477 0.13
C 5.7386 -4.6499 2.8056 -0.56
O 6.6756 -4.1352 2.2939 0.17
O 5.3411 -5.9243 2.6204 0.09
F 3.1973 -4.6261 4.9903 0.09
H 4.6043 -6.6367 4.4266 0.15
H 3.5053 -6.8310 3.0469 0.14
H 2.9888 -4.4315 3.0191 0.18
C 1.3372 3.0822 -6.5953 -0.04
C 2.5855 2.9244 -5.7594 -0.30
O 2.3970 3.9175 -4.7548 0.13
C 1.0562 4.0772 -4.5902 -0.55
O 0.5562 4.6357 -3.6713 0.18
O 0.3777 3.5154 -5.6130 0.08
F 3.7035 3.2077 -6.4598 0.10
H 1.4551 3.8568 -7.3541 0.15
H 1.0128 2.1641 -7.0743 0.09
H 2.6986 1.9458 -5.2867 0.17
C 3.4335 -3.9138 -4.1876 -0.05
C 2.0203 -4.4000 -4.3971 -0.33
O 1.9165 -5.4738 -3.4891 0.14
C 2.7704 -5.1956 -2.4513 -0.54
O 2.7431 -5.7265 -1.3984 0.19
O 3.6299 -4.2025 -2.7979 0.07
F 1.8330 -4.8752 -5.6535 0.08
H 4.1495 -4.4772 -4.7862 0.15
H 3.5549 -2.8525 -4.3910 0.14
H 1.2518 -3.6511 -4.1830 0.15
C 0.6129 -3.6930 7.6142 -0.02
C -0.7921 -3.5669 7.0716 -0.24
O -0.6908 -4.2119 5.8142 0.12
C 0.3020 -5.1458 5.9200 -0.55
O 0.4812 -6.0229 5.1472 0.19
O 1.0474 -4.9244 7.0259 0.08
F -1.1477 -2.2694 6.8781 -0.02
H 1.2536 -2.8802 7.2690 0.15
H 0.6513 -3.7431 8.6985 0.15
H -1.5573 -4.0612 7.6710 0.19
C -6.8718 2.3350 10.7296 -0.04
C -5.9363 1.7452 9.7002 -0.31
O -6.7155 0.6846 9.1587 0.10
C -8.0292 1.0486 9.2864 -0.55
O -8.9205 0.5228 8.7152 0.19
O -8.1561 2.0834 10.1440 0.08
F -4.8203 1.2338 10.2642 0.08
H -6.7980 1.8158 11.6855 0.15
H -6.7185 3.3989 10.8863 0.14
H -5.6526 2.4308 8.8998 0.18
C 8.3367 6.6979 -1.1273 -0.06
C 7.6168 8.0181 -1.0037 -0.31
O 8.6595 8.9527 -1.2175 0.13
C 9.5861 8.3485 -2.0208 -0.55
O 10.4462 8.9130 -2.5994 0.19
O 9.3710 7.0088 -2.0657 0.07
F 7.1016 8.1995 0.2398 0.07
H 8.7850 6.3880 -0.1818 0.14
H 7.6957 5.9037 -1.5000 0.12
H 6.8303 8.1736 -1.7433 0.17
C -1.8933 -0.8211 4.4778 -0.02
C -0.6606 -1.2234 5.2534 -0.32
O -0.7824 -0.4536 6.4378 0.12
C -2.1143 -0.2448 6.6444 -0.55
O -2.5923 0.1329 7.6584 0.19
O -2.8219 -0.5389 5.5285 0.06
F 0.4792 -0.8784 4.6082 0.08
H -1.7257 0.0784 3.8837 0.14
H -2.2694 -1.6113 3.8325 0.14
H -0.6172 -2.2823 5.5151 0.12
C 1.0651 2.8687 -11.5518 -0.02
C -0.3444 2.3610 -11.7496 -0.30
O -0.4138 1.2994 -10.7966 0.15
C 0.4405 1.6054 -9.7996 -0.55
O 0.4470 1.0739 -8.7294 0.04
O 1.2801 2.5892 -10.1556 0.08
F -0.5368 1.8616 -12.9856 0.10
H 1.7857 2.3097 -12.1481 0.15
H 1.1735 3.9288 -11.7593 0.15
H -1.1257 3.0900 -11.5309 0.18
```

Total charge: +1
HOMO-LUMO gap in eV: 9.0